# 1
ORCA calculation (the ωB97M-V functional and the def2-TZVPD basis) on C25H42Cl2O5PS5TeZr as an isolated structure.

**Total charge**: +2
**LUMO energy (spin up / spin down)**: -5.460 / -5.828 eV
**2S+1**: 2
**<S²>**: 0.754
**Largest force on an atom**: 0.49 eV Å⁻¹

Atoms and positions in Å:
Zr  0.28  0.73  0.15
C  -0.31  3.80  -5.30
C  -1.29  3.05  -4.42
O  -0.76  1.79  -3.90
P  0.47  1.70  -2.95
S  0.42  -0.19  -2.19
S  0.44  2.93  -1.39
O  1.70  1.90  -3.88
C  3.06  2.20  -3.43
C  3.80  0.97  -2.99
H  -0.83  4.65  -5.74
H  0.06  3.16  -6.10
H  0.53  4.18  -4.73
H  -2.17  2.74  -4.98
H  -1.61  3.65  -3.56
H  2.99  2.95  -2.64
H  3.52  2.66  -4.31
H  3.38  0.55  -2.08
H  4.84  1.24  -2.79
H  3.79  0.21  -3.78
Cl  2.50  1.52  0.74
C  1.04  0.49  3.88
Cl  -0.39  0.76  2.99
H  1.92  1.03  3.55
H  0.91  -0.01  4.83
O  1.29  -1.11  0.74
S  2.44  -1.53  1.66
C  1.78  -3.00  2.54
C  0.25  -3.00  2.64
C  -0.43  -3.94  1.64
C  -0.38  -3.54  0.17
S  -1.48  -2.24  -0.43
O  -1.24  -0.93  0.36
C  -3.03  -2.82  0.20
C  -3.54  -2.35  1.40
C  -4.76  -2.84  1.85
C  -5.44  -3.79  1.10
C  -4.92  -4.25  -0.10
C  -3.71  -3.76  -0.57
C  3.62  -2.30  0.58
C  3.43  -2.26  -0.79
C  4.39  -2.85  -1.61
C  5.50  -3.46  -1.05
C  5.68  -3.48  0.33
C  4.74  -2.89  1.16
H  2.24  -2.94  3.52
H  2.16  -3.88  2.04
H  -0.15  -1.99  2.55
H  -0.01  -3.35  3.64
H  -1.47  -4.09  1.94
H  0.03  -4.92  1.71
H  -0.69  -4.38  -0.46
H  0.62  -3.25  -0.17
H  -2.99  -1.62  1.98
H  -5.17  -2.49  2.79
H  -6.39  -4.18  1.46
H  -5.46  -4.98  -0.69
H  -3.31  -4.09  -1.52
H  2.57  -1.76  -1.22
H  4.26  -2.83  -2.68
H  6.24  -3.92  -1.69
H  6.55  -3.95  0.75
H  4.88  -2.89  2.23
C  -0.05  6.29  1.36
Te  0.04  4.30  2.11
C  0.05  4.84  4.17
H  -0.95  6.78  1.73
H  -0.09  6.23  0.27
H  0.84  6.83  1.66
H  0.95  5.40  4.40
H  0.05  3.91  4.75
H  -0.84  5.41  4.40
C  -3.96  0.99  -0.75
S  -3.07  1.30  0.76
C  -3.74  2.90  1.19
O  -1.65  1.65  0.27
H  -5.02  0.91  -0.52
H  -3.60  0.04  -1.15
H  -3.76  1.80  -1.45
H  -4.80  2.77  1.40
H  -3.57  3.58  0.36
H  -3.20  3.24  2.07

Here are the Löwdin charges for atoms 1 to 5, given in e:
1. Zr 0.993
2. C -0.067
3. C -0.234
4. O -0.306
5. P -0.064


# 2
ORCA calculation (the ωB97M-V functional and the def2-TZVPD basis) on C25H42F2IN4NbOP as an isolated structure at a distorted geometry.

**Total charge**: -1
**LUMO energy**: 1.990 eV
**Largest force on an atom**: 4.22 eV Å⁻¹

Atoms and positions in Å:
O  -1.39  -0.94  4.06
P  -0.45  -2.02  3.60
Nb  0.69  -1.53  1.29
F  -0.98  -2.14  0.40
F  0.09  0.34  1.42
C  1.69  -1.12  -0.69
C  3.22  -1.00  -0.74
C  3.82  0.00  0.27
I  5.15  1.45  -0.61
C  1.47  -3.63  1.35
C  0.53  -4.64  1.49
C  0.89  -5.97  1.56
C  2.22  -6.31  1.51
C  3.16  -5.32  1.35
C  2.81  -3.99  1.27
H  0.58  -2.26  4.57
H  -1.14  -3.27  3.55
H  2.14  -1.07  2.24
H  1.43  -1.94  -1.37
H  1.25  -0.21  -1.09
H  3.48  -0.62  -1.74
H  3.72  -1.96  -0.67
H  4.41  -0.55  0.99
H  3.08  0.56  0.83
H  -0.52  -4.39  1.56
H  0.12  -6.73  1.66
H  2.49  -7.35  1.58
H  4.21  -5.59  1.31
H  3.57  -3.23  1.15
C  1.78  4.50  0.29
C  1.25  4.78  1.69
C  2.35  5.09  2.70
C  3.27  3.95  2.82
N  3.97  3.05  2.93
H  2.42  3.61  0.28
H  0.96  4.31  -0.40
H  2.36  5.34  -0.09
H  0.67  3.92  2.03
H  0.56  5.63  1.64
H  1.93  5.29  3.68
H  2.93  5.96  2.39
C  1.41  -10.16  -1.47
C  0.36  -9.31  -0.76
C  -0.05  -8.07  -1.55
C  1.11  -7.19  -1.77
N  2.02  -6.52  -1.92
H  2.34  -9.60  -1.61
H  1.65  -11.04  -0.89
H  1.05  -10.48  -2.45
H  0.75  -9.01  0.22
H  -0.53  -9.92  -0.58
H  -0.80  -7.50  -1.01
H  -0.46  -8.35  -2.52
C  -1.86  2.63  0.47
C  -2.94  3.41  1.21
C  -3.38  4.69  0.49
C  -2.27  5.63  0.31
N  -1.40  6.37  0.17
H  -0.94  3.21  0.36
H  -1.62  1.72  1.01
H  -2.20  2.35  -0.53
H  -2.57  3.67  2.21
H  -3.81  2.77  1.35
H  -4.16  5.20  1.06
H  -3.79  4.45  -0.50
C  -3.37  7.25  -2.96
C  -4.37  7.39  -4.10
C  -5.64  6.55  -3.88
C  -5.31  5.12  -3.78
N  -5.05  4.01  -3.71
H  -3.01  6.22  -2.87
H  -2.50  7.88  -3.13
H  -3.82  7.54  -2.00
H  -3.90  7.10  -5.03
H  -4.66  8.43  -4.20
H  -6.33  6.69  -4.71
H  -6.14  6.85  -2.96

Here are the Löwdin charges for atoms 1 to 5, given in e:
1. O -0.633
2. P 0.432
3. Nb 1.654
4. F -0.509
5. F -0.522


# 3
ORCA calculation (the ωB97M-V functional and the def2-TZVPD basis) on C25H43BeBrN2P2 as an isolated structure at a distorted geometry.

**Total charge**: +2
**LUMO energy (spin up / spin down)**: -8.908 / -8.902 eV
**Largest force on an atom**: 2.78 eV Å⁻¹

Atoms and positions in Å:
N  0.89  -5.01  -4.64
C  0.52  -5.62  -3.51
C  0.52  -4.96  -2.28
C  0.73  -3.55  -2.27
C  1.27  -2.98  -3.46
C  1.29  -3.74  -4.63
C  0.38  -2.69  -1.15
Be  0.36  -0.81  0.14
P  -1.39  1.33  1.48
C  -0.14  -1.36  -1.39
C  -1.58  -1.13  -1.73
C  -1.83  0.07  -2.42
C  -3.12  0.60  -2.48
C  -4.20  -0.12  -1.92
C  -3.96  -1.41  -1.42
C  -2.65  -1.94  -1.36
Br  -5.81  0.69  -1.76
H  0.60  -3.14  -0.17
H  0.47  -0.82  -2.13
H  0.22  -5.50  -1.38
H  1.55  -1.93  -3.48
H  0.22  -6.67  -3.60
H  1.64  -3.27  -5.55
H  -1.00  0.59  -2.91
H  -2.45  -2.94  -0.97
H  -3.25  1.56  -2.96
H  -4.78  -1.99  -1.04
P  2.49  -0.06  0.28
C  -3.28  1.33  1.76
C  -4.08  2.61  1.90
H  -3.34  0.78  2.70
H  -3.74  0.72  0.97
H  -5.08  2.32  2.25
H  -3.69  3.32  2.64
H  -4.20  3.15  0.95
C  -1.32  2.82  0.41
C  -1.34  4.25  0.98
H  -2.20  2.69  -0.24
H  -0.43  2.75  -0.24
H  -1.12  4.92  0.14
H  -2.34  4.53  1.36
H  -0.59  4.43  1.77
C  -0.86  1.99  3.16
C  -1.70  2.92  4.03
H  0.11  2.46  2.95
H  -0.64  1.11  3.79
H  -1.10  3.12  4.93
H  -1.90  3.90  3.58
H  -2.65  2.49  4.37
C  2.80  0.39  2.05
C  4.16  1.00  2.39
H  2.64  -0.53  2.64
H  2.00  1.10  2.31
H  5.00  0.33  2.14
H  4.31  1.98  1.90
H  4.18  1.16  3.47
C  2.55  1.63  -0.49
C  1.87  1.74  -1.86
H  3.61  1.94  -0.54
H  2.05  2.29  0.23
H  2.33  1.06  -2.59
H  0.79  1.54  -1.78
H  2.00  2.77  -2.24
C  4.06  -0.94  -0.20
C  4.13  -2.39  0.31
H  4.93  -0.38  0.18
H  4.12  -0.94  -1.30
H  5.08  -2.84  -0.02
H  4.09  -2.44  1.41
H  3.30  -3.00  -0.08
N  -0.27  -1.68  1.46
H  0.36  -2.44  1.73
H  -1.17  -2.08  1.15
H  -0.44  -1.06  2.26

Here are the Löwdin charges for atoms 1 to 5, given in e:
1. N 0.116
2. C -0.076
3. C 0.043
4. C -0.172
5. C 0.033


# 4
ORCA calculation (the ωB97M-V functional and the def2-TZVPD basis) on C25H43BiCl3N5O4Si as an isolated structure at a distorted geometry.

**LUMO energy**: 0.010 eV
**Largest force on an atom**: 1.62 eV Å⁻¹

Atoms and positions in Å:
C  1.83  -0.93  -4.46
C  2.67  -1.85  -3.62
H  2.49  -0.19  -4.94
H  1.08  -0.41  -3.86
H  1.32  -1.49  -5.25
C  3.94  -2.19  -3.93
C  4.76  -1.66  -5.06
H  4.47  -2.95  -3.36
H  4.70  -0.56  -5.12
H  4.49  -2.09  -6.04
H  5.82  -1.92  -4.89
Bi  -2.71  0.46  -0.14
Cl  -5.03  -0.44  -0.58
Cl  -1.91  -1.88  -0.95
C  -2.42  -1.88  2.51
O  -2.38  -0.63  2.38
N  -1.72  -2.55  3.43
C  -0.80  -1.86  4.35
C  -1.65  -4.01  3.40
H  -3.03  -2.48  1.80
H  -1.29  -0.98  4.77
H  0.14  -1.56  3.85
H  -0.53  -2.57  5.16
H  -2.58  -4.37  2.95
H  -1.55  -4.40  4.42
H  -0.80  -4.39  2.81
H  -0.84  5.51  -3.09
H  0.61  2.83  -2.20
C  -0.18  5.78  -2.25
C  1.08  3.69  -1.72
N  0.05  4.65  -1.36
H  -0.66  6.60  -1.67
C  -0.67  4.45  -0.23
O  -0.64  3.39  0.41
H  1.62  3.35  -0.83
H  -1.28  5.32  0.10
H  0.78  6.13  -2.67
H  1.77  4.16  -2.43
O  1.54  -1.25  -1.60
C  2.00  -2.38  -2.35
C  4.12  -2.64  -1.04
C  2.96  -3.25  -1.57
H  4.32  -1.58  -1.26
C  5.05  -3.38  -0.31
H  1.12  -2.97  -2.66
C  2.77  -4.63  -1.36
H  5.88  -2.88  0.20
C  4.95  -4.78  -0.29
C  3.79  -5.41  -0.79
H  1.84  -5.08  -1.70
H  5.77  -5.39  0.10
H  3.68  -6.50  -0.74
Si  1.62  -0.95  0.05
Cl  -1.14  1.14  -2.28
C  3.28  -0.23  0.63
C  1.13  -2.56  0.91
C  0.40  0.35  0.51
H  4.09  -0.92  0.88
H  3.02  0.32  1.54
H  3.67  0.49  -0.11
H  0.25  1.05  -0.32
H  0.58  0.93  1.43
H  -0.55  -0.22  0.70
H  1.72  -3.43  0.57
H  0.08  -2.76  0.65
H  1.25  -2.47  2.00
C  -7.40  3.71  1.54
N  -6.01  3.57  1.95
C  -5.64  3.70  3.24
C  -4.34  3.53  3.61
C  -3.41  3.17  2.58
N  -3.79  2.79  1.37
C  -5.06  3.11  0.96
O  -5.44  2.99  -0.21
N  -2.08  3.13  2.86
H  -7.98  4.28  2.27
H  -7.85  2.72  1.42
H  -7.45  4.22  0.58
H  -6.40  3.98  3.99
H  -4.03  3.66  4.63
H  -1.77  3.59  3.71
H  -1.45  3.17  2.05

Here are the Löwdin charges for atoms 1 to 5, given in e:
1. C -0.034
2. C -0.219
3. H 0.073
4. H 0.056
5. H 0.093


# 5
ORCA calculation (the ωB97M-V functional and the def2-TZVPD basis) on C25H43BrMnN2P2 as an isolated structure at a distorted geometry.

**Total charge**: +2
**LUMO energy (spin up / spin down)**: -7.176 / -8.562 eV
**2S+1**: 6
**<S²>**: 8.808
**Largest force on an atom**: 3.97 eV Å⁻¹

Atoms and positions in Å:
N  -5.43  1.72  -2.11
C  -5.17  2.32  -0.94
C  -3.88  2.29  -0.36
C  -2.83  1.60  -1.00
C  -3.06  1.16  -2.31
C  -4.40  1.15  -2.77
C  -1.49  1.54  -0.35
Mn  -0.14  0.21  0.52
P  2.29  -0.38  0.88
C  -0.19  1.51  -1.04
C  0.78  2.61  -0.85
C  1.85  2.73  -1.77
C  2.82  3.72  -1.61
C  2.74  4.55  -0.47
C  1.62  4.50  0.40
C  0.63  3.55  0.19
Br  4.05  5.79  -0.16
H  -1.59  2.08  0.61
H  -0.05  1.00  -2.00
H  -3.67  2.77  0.61
H  -2.25  0.76  -2.94
H  -6.00  2.81  -0.39
H  -4.65  0.67  -3.71
H  1.89  2.11  -2.66
H  -0.29  3.58  0.79
H  3.57  3.91  -2.38
H  1.52  5.24  1.20
P  -1.19  -2.06  -0.01
C  3.10  1.24  1.11
C  4.52  1.33  0.56
H  3.09  1.50  2.18
H  2.42  1.93  0.60
H  4.87  2.38  0.54
H  5.22  0.75  1.18
H  4.58  0.93  -0.46
C  2.11  -0.59  -0.91
C  3.28  -1.17  -1.71
H  1.84  0.42  -1.29
H  1.21  -1.24  -1.01
H  2.93  -1.42  -2.73
H  4.09  -0.44  -1.80
H  3.66  -2.07  -1.22
C  1.66  -0.83  2.51
C  2.59  -1.53  3.49
H  0.78  -1.45  2.30
H  1.34  0.14  2.92
H  2.00  -1.99  4.30
H  3.18  -2.31  3.00
H  3.30  -0.82  3.94
C  -1.03  -3.04  1.52
C  -1.54  -4.47  1.57
H  -1.47  -2.43  2.31
H  0.06  -3.06  1.66
H  -2.63  -4.55  1.51
H  -1.11  -5.06  0.76
H  -1.24  -4.92  2.52
C  -0.27  -3.23  -1.14
C  -0.23  -2.71  -2.56
H  -0.76  -4.22  -1.06
H  0.73  -3.35  -0.70
H  -1.24  -2.46  -2.91
H  0.39  -1.80  -2.63
H  0.22  -3.47  -3.21
C  -2.86  -2.30  -0.66
C  -4.00  -1.65  0.12
H  -2.99  -3.39  -0.64
H  -2.90  -1.99  -1.72
H  -4.99  -1.98  -0.25
H  -3.91  -1.91  1.19
H  -4.01  -0.55  0.02
N  -0.73  0.98  2.59
H  -0.41  1.92  2.87
H  -0.53  0.37  3.39
H  -1.76  1.05  2.59

Here are the Löwdin charges for atoms 1 to 5, given in e:
1. N 0.085
2. C -0.096
3. C -0.014
4. C -0.241
5. C -0.011


# 6
ORCA calculation (the ωB97M-V functional and the def2-TZVPD basis) on C25H43CeF3O3P2S as an isolated structure at a distorted geometry.

**Total charge**: +1
**LUMO energy (spin up / spin down)**: -4.103 / -4.073 eV
**2S+1**: 2
**<S²>**: 0.751
**Largest force on an atom**: 5.76 eV Å⁻¹

Atoms and positions in Å:
Ce  -1.00  1.18  2.72
C  0.50  0.67  4.62
C  1.31  1.03  3.50
C  0.01  2.88  4.08
C  -0.32  1.80  4.97
C  1.03  2.41  3.17
C  0.60  -0.59  5.41
H  1.28  -1.29  4.94
H  -0.36  -1.10  5.52
H  0.96  -0.41  6.43
C  -1.36  1.80  6.03
H  -0.97  1.33  6.95
H  -2.26  1.23  5.74
H  -1.66  2.82  6.28
C  -0.79  4.13  3.95
H  -1.13  4.45  4.94
H  -1.68  4.01  3.30
H  -0.15  4.91  3.51
C  1.60  3.16  2.03
H  2.10  4.07  2.37
H  0.84  3.47  1.29
H  2.34  2.53  1.53
C  2.32  0.18  2.81
H  3.32  0.64  2.86
H  2.10  0.04  1.75
H  2.38  -0.80  3.29
C  0.09  -3.06  0.23
C  1.14  -3.05  1.07
C  2.58  -2.87  0.79
C  2.98  -2.31  -0.59
C  2.65  -0.86  -0.81
C  1.51  -0.36  -1.33
C  0.13  -0.93  -1.16
C  0.02  -2.48  -1.15
H  3.09  -3.85  0.88
H  2.62  -3.00  -1.38
H  2.98  -2.24  1.60
H  0.79  -2.91  -1.79
H  -0.88  -3.27  0.69
H  0.90  -3.18  2.13
H  -0.96  -2.79  -1.56
H  -0.40  -0.55  -0.27
H  1.54  0.52  -1.96
H  -0.44  -0.56  -2.03
H  4.07  -2.44  -0.66
H  3.51  -0.20  -0.66
P  -0.72  -0.54  -4.27
P  -0.81  2.33  -5.01
C  -1.07  -0.28  -6.09
C  -1.50  1.17  -6.33
H  -1.86  -0.97  -6.41
H  -0.17  -0.53  -6.66
H  -1.18  1.50  -7.33
H  -2.59  1.28  -6.27
C  -1.42  3.82  -5.92
H  -1.01  4.73  -5.47
H  -2.52  3.86  -5.83
H  -1.15  3.78  -6.98
C  0.90  2.36  -5.72
H  0.88  2.35  -6.82
H  1.49  1.51  -5.36
H  1.41  3.28  -5.39
C  -2.23  -1.54  -3.94
H  -2.34  -1.74  -2.87
H  -2.18  -2.47  -4.52
H  -3.09  -0.95  -4.27
C  0.59  -1.83  -4.48
H  1.09  -1.66  -5.43
H  0.15  -2.82  -4.46
H  1.33  -1.71  -3.68
F  -3.64  -3.62  5.17
C  -2.87  -2.53  5.03
F  -3.55  -1.45  5.51
F  -1.77  -2.69  5.82
S  -2.37  -2.28  3.23
O  -1.20  -3.13  3.10
O  -3.53  -2.56  2.43
O  -2.00  -0.80  3.18

Here are the Löwdin charges for atoms 1 to 5, given in e:
1. Ce 1.597
2. C -0.282
3. C -0.302
4. C -0.337
5. C -0.321


Number 1: E_tot -4921.4258 Ha. Number 2: E_tot -2167.8297 Ha. Number 3: E_tot -4358.7975 Ha. Number 4: E_tot -3438.0036 Ha. Number 5: E_tot -5494.9781 Ha. Number 6: E_tot -3059.4239 Ha.